10
Properties=species:S:1:pos:R:3:forces:R:3 method="wB97M-V/def2-TZVPD" lumo_ev=-0.90 de_lowest_kj_mol=382.0 molar_mass_g_mol=117.133
C -0.092 2.437 0.666 -0.5 -0.2 0.4
C 0.461 -1.197 -0.988 -1.3 -0.8 -0.6
N 0.621 3.256 0.299 0.5 0.5 -0.4
N 0.144 -0.059 -0.145 0.3 1.2 -1.7
N -0.536 -0.193 0.863 -0.4 -0.8 0.5
O -0.919 -1.195 1.508 0.2 1.2 -0.9
S -1.231 1.451 1.400 0.1 -0.7 0.5
H 1.126 -1.788 -0.397 0.1 -1.3 0.2
H -0.567 -1.670 -1.218 1.8 0.1 0.5
H 0.994 -1.042 -1.987 -0.9 0.9 1.6

---

10
Properties=species:S:1:pos:R:3:forces:R:3 method="wB97M-V/def2-TZVPD" lumo_ev=-0.32 de_lowest_kj_mol=503.0 molar_mass_g_mol=117.133
C 0.311 0.158 -0.125 -1.8 -0.9 -3.6
C 0.408 -0.191 1.894 -3.0 -4.3 8.9
H 0.465 -0.173 -3.791 -1.4 0.4 2.8
H 0.982 -0.459 2.978 -2.5 0.8 -2.9
H -1.494 1.104 0.076 0.7 -4.5 0.8
N 0.730 0.269 -1.334 -0.2 -0.1 0.8
N 1.036 0.237 0.999 5.2 3.0 -4.3
N -1.075 -0.271 0.201 -0.2 4.5 0.9
O -0.944 -0.603 1.645 1.7 1.4 -1.3
S -0.420 -0.071 -2.543 1.4 -0.2 -2.1

---

10
Properties=species:S:1:pos:R:3:forces:R:3 method="wB97M-V/def2-TZVPD" lumo_ev=0.24 de_lowest_kj_mol=52.2 molar_mass_g_mol=117.133 smiles="O=c1ncn(S)[nH]1"
C 0.468 -1.107 0.190 0.1 -0.2 0.0
C 0.170 0.028 -1.610 0.0 0.1 0.3
H -0.375 0.996 2.716 0.0 0.0 0.0
H 0.685 -1.880 0.920 0.0 0.1 -0.1
H -0.265 1.764 -0.501 -0.1 -0.6 -0.2
N -0.044 0.084 0.645 -0.3 0.0 -0.1
N 0.647 -1.194 -1.079 -0.1 0.1 0.3
N -0.416 0.752 -0.539 0.2 0.5 0.2
O 0.234 0.427 -2.736 0.0 0.0 -0.1
S -1.103 0.130 1.994 0.2 0.0 -0.2

---

10
Properties=species:S:1:pos:R:3:forces:R:3 method="wB97M-V/def2-TZVPD" lumo_ev=-1.74 de_lowest_kj_mol=742.1 molar_mass_g_mol=117.133
C 1.041 0.342 0.023 2.0 -1.5 -0.4
C -0.844 1.207 -0.154 2.1 4.6 1.7
H 2.724 -1.493 1.589 0.4 2.1 -3.0
H -1.569 1.958 -0.457 -0.2 -0.4 0.7
H -1.847 -1.829 -0.846 -0.8 4.3 3.7
N 0.542 1.586 0.147 -3.4 -2.4 -2.4
N -1.007 -0.066 -0.039 1.5 -0.7 -1.2
N 0.159 -0.663 -0.108 1.9 -0.8 1.1
O -2.087 -0.826 0.040 -0.5 -4.1 -3.9
S 2.887 -0.217 -0.197 -2.9 -0.9 3.7

---

10
Properties=species:S:1:pos:R:3:forces:R:3 method="wB97M-V/def2-TZVPD" lumo_ev=-1.36 de_lowest_kj_mol=311.1 molar_mass_g_mol=133.201
C 1.783 -1.504 -1.728 0.0 -0.8 -0.7
C -0.020 -0.033 -0.262 -0.2 0.9 -1.3
N 1.475 -1.173 -2.798 0.1 0.7 -1.0
N -1.058 1.379 1.477 -1.0 -0.3 -1.3
N -0.548 0.134 0.912 3.0 -1.2 3.5
S -0.052 0.555 -1.729 -0.1 -0.6 1.4
S 1.844 -1.969 -0.211 -0.5 0.4 1.6
H -1.494 1.940 0.732 0.9 -0.1 -0.4
H -1.912 0.971 1.801 -0.9 0.1 1.3
H -0.019 -0.301 1.807 -1.5 0.7 -3.2

---

9
Properties=species:S:1:pos:R:3:forces:R:3 method="wB97M-V/def2-TZVPD" lumo_ev=4.28 de_lowest_kj_mol=387.8 molar_mass_g_mol=83.074 total_charge=-1
C -1.506 -0.157 -0.009 -0.7 0.8 1.7
C 0.018 -0.068 0.177 -1.4 -4.7 -1.9
N -4.067 0.216 0.207 1.6 1.6 1.8
N -3.493 0.885 1.028 0.5 -0.8 -0.8
N -2.217 -0.815 -0.752 0.9 0.2 0.0
N -3.731 -0.576 -0.680 -1.1 -1.8 -1.9
H 0.407 -0.342 -0.886 0.0 0.1 1.8
H 0.239 0.902 0.321 1.1 3.2 0.9
H 0.436 -0.771 1.019 -0.8 1.4 -1.7